Entry 1:
Below is a single C2H4NP molecule at a distorted geometry, with properties calculated with the ωB97M-V functional and the def2-TZVPD basis.

ORCA input file:
```
! RIJCOSX wB97M-V def2-TZVPD def2/J DEFGRID3
* xyz 0 1
C -1.581 0.391 0.004
C 0.889 -0.044 -0.073
N 2.233 -0.073 -0.008
P -0.251 1.357 -0.057
H -2.461 0.966 0.422
H -1.741 -0.599 -0.349
H 0.389 -0.943 0.006
H 2.523 -1.055 0.054
*
```

The energy relative to the best compared isomer or geometry (same formula, charge and spin) comes out at 32.6 kcal per mole. The lowest unoccupied orbital energy comes out at -0.4802 eV. Its structure (SMILES) is [H]/N=C/P=C. The total energy is -12915.116 eV.

natural (NBO) charges, unit e, in atom order:
1. C -0.820
2. C -0.223
3. N -0.575
4. P 0.697
5. H 0.226
6. H 0.217
7. H 0.148
8. H 0.330

---

Entry 2:
Below is a molecular structure, C30H45NO4P2Sc at a distorted geometry, with properties calculated with the ωB97M-V functional and the def2-TZVPD basis.

ORCA input file:
```
! RIJCOSX wB97M-V def2-TZVPD def2/J DEFGRID3
* xyz 1 1
Sc 0.305 0.522 -1.753
C -0.369 -3.479 0.980
C 0.890 -3.505 0.320
C 1.108 -2.223 2.214
C -0.224 -2.714 2.168
C 1.787 -2.683 1.055
C -1.624 -4.103 0.512
H -1.419 -4.966 -0.132
H -2.237 -3.390 -0.065
H -2.232 -4.437 1.362
C -1.290 -2.480 3.162
H -1.953 -3.353 3.225
H -1.914 -1.615 2.894
H -0.868 -2.298 4.158
C 1.734 -1.408 3.271
H 1.059 -1.260 4.121
H 2.027 -0.418 2.889
H 2.648 -1.895 3.640
C 3.183 -2.355 0.704
H 3.877 -2.657 1.504
H 3.321 -1.269 0.552
H 3.483 -2.876 -0.214
C 1.252 -4.302 -0.872
H 1.925 -5.132 -0.597
H 1.777 -3.692 -1.621
H 0.370 -4.754 -1.342
C -1.462 1.120 -2.913
C -1.456 -0.154 -2.159
C -0.809 -1.484 -2.339
C 0.459 -1.621 -3.184
C 1.607 -0.687 -2.757
C 1.809 0.636 -3.151
C 0.890 1.527 -3.978
C -0.260 2.151 -3.179
H -1.601 -2.079 -2.812
H 0.207 -1.575 -4.254
H -0.617 -1.973 -1.353
H -0.661 3.018 -3.745
H -1.719 0.861 -3.947
H -2.459 -0.385 -1.778
H 0.134 2.563 -2.220
H 1.518 2.358 -4.329
H 2.837 1.026 -3.082
H 0.455 1.022 -4.853
H 0.791 -2.652 -2.980
H 2.472 -1.229 -2.384
P -4.561 1.723 -1.842
C -5.456 0.901 -3.234
C -4.231 0.407 -0.565
P 4.278 1.315 1.177
C -2.716 2.061 -2.426
C 5.451 0.958 -0.177
C 3.656 2.907 0.480
H -6.510 1.276 -3.228
H -5.517 -0.193 -3.204
H -5.048 1.188 -4.216
H -3.164 0.405 -0.228
H -4.530 -0.613 -0.896
H -4.808 0.664 0.350
H 4.023 3.109 -0.545
H 3.994 3.717 1.160
H 2.547 2.865 0.465
H -2.947 2.785 -3.233
H -2.307 2.613 -1.546
H 6.467 1.048 0.243
H 5.332 1.614 -1.054
H 5.267 -0.095 -0.452
O 0.800 1.918 -0.128
C 0.028 1.319 0.730
O -0.548 0.221 0.402
C -0.246 1.932 2.041
C -0.612 1.089 3.107
C -0.858 1.642 4.365
C -0.763 3.046 4.515
C -0.429 3.896 3.432
C -0.164 3.321 2.196
N -0.967 3.615 5.799
O -1.215 2.836 6.754
O -0.888 4.861 5.925
H -0.704 0.021 2.946
H -1.120 1.018 5.222
H -0.378 4.971 3.590
H 0.092 3.940 1.335
*
```

The energy relative to the best compared isomer or geometry (same formula, charge and spin) comes out at 213.1 kcal per mole. The lowest unoccupied orbital energy (alpha / beta) comes out at -4.8688 / -4.8746 eV. The total energy is -80783.442 eV.

Löwdin population analysis, charges in e, atoms 1 to 8:
1. Sc 0.820
2. C -0.180
3. C -0.226
4. C -0.197
5. C -0.206
6. C -0.180
7. C -0.015
8. H 0.082

---

Entry 3:
Below is 15 unconnected molecules or ions with the total composition C24H66O18 at a distorted geometry, with properties calculated with the ωB97M-V functional and the def2-TZVPD basis.

ORCA input file:
```
! RIJCOSX wB97M-V def2-TZVPD def2/J DEFGRID3
* xyz -2 1
C -0.166 -0.229 1.370
C -1.539 -0.141 1.041
C -1.918 -0.278 -0.415
O -3.123 -0.375 -0.741
C -0.924 -0.361 -1.396
C 0.437 -0.419 -1.088
C 0.823 -0.366 0.407
O 2.022 -0.440 0.715
O 1.327 -0.495 -1.984
O -2.443 0.024 1.912
H 0.148 -0.014 2.383
H -1.260 -0.502 -2.412
C -0.088 3.721 -4.187
C 0.142 2.736 -3.072
O 1.282 1.951 -3.371
H -0.105 3.220 -5.163
H 0.748 4.423 -4.261
H -1.045 4.232 -4.077
H -0.744 2.102 -2.955
H 0.279 3.329 -2.150
H 1.245 1.085 -2.906
C 4.015 3.608 -1.090
C 3.414 2.266 -0.822
O 3.631 1.895 0.540
H 5.069 3.624 -0.811
H 3.490 4.344 -0.468
H 3.828 3.928 -2.114
H 3.762 1.464 -1.489
H 2.338 2.306 -1.042
H 3.042 1.122 0.674
C -4.159 -1.936 -4.377
C -3.830 -2.979 -3.322
O -2.598 -2.701 -2.658
H -4.900 -2.370 -5.059
H -3.255 -1.702 -4.940
H -4.568 -1.016 -3.961
H -3.718 -3.956 -3.790
H -4.621 -3.011 -2.563
H -2.707 -1.925 -2.076
C -5.667 2.456 -1.115
C -4.342 2.708 -1.828
O -4.010 1.668 -2.740
H -6.053 3.328 -0.579
H -5.477 1.707 -0.339
H -6.430 2.034 -1.770
H -3.560 2.793 -1.061
H -4.337 3.669 -2.356
H -3.739 0.894 -2.216
C -2.232 4.973 0.462
C -1.818 3.642 1.005
O -2.977 2.914 1.372
H -2.892 4.893 -0.400
H -1.315 5.465 0.097
H -2.595 5.671 1.218
H -1.213 3.752 1.913
H -1.254 3.100 0.233
H -2.713 2.038 1.700
C 6.186 -1.158 1.668
C 5.787 -1.987 0.477
O 4.988 -1.222 -0.415
H 7.009 -1.627 2.218
H 5.339 -0.991 2.330
H 6.549 -0.184 1.333
H 5.234 -2.875 0.787
H 6.677 -2.208 -0.113
H 4.098 -1.082 -0.018
C -0.183 -4.164 -0.511
C 1.287 -3.840 -0.542
O 1.954 -5.028 -1.018
H -0.731 -3.318 -0.084
H -0.389 -5.077 0.049
H -0.544 -4.308 -1.529
H 1.673 -3.614 0.462
H 1.458 -2.995 -1.210
H 2.891 -4.826 -1.113
C 1.194 -4.378 3.817
C 1.242 -2.948 3.318
O 2.522 -2.697 2.769
H 0.215 -4.526 4.300
H 1.981 -4.586 4.537
H 1.169 -5.104 3.003
H 1.065 -2.281 4.175
H 0.435 -2.780 2.599
H 2.435 -1.964 2.139
C 2.769 1.833 3.876
C 2.088 1.047 4.983
O 1.016 1.838 5.519
H 3.292 2.698 4.292
H 2.084 2.152 3.091
H 3.547 1.258 3.367
H 2.871 0.811 5.716
H 1.719 0.087 4.605
H 1.043 1.823 6.478
O 3.638 -1.951 -2.745
H 2.886 -1.319 -2.577
H 4.236 -1.856 -1.971
O -6.016 -0.944 0.419
H -5.513 -1.165 1.220
H -5.323 -0.923 -0.258
O -0.091 -2.391 -3.947
H 0.246 -1.641 -3.428
H -0.983 -2.551 -3.564
O -4.519 -1.907 2.783
H -3.826 -1.217 2.629
H -4.029 -2.728 2.664
O -1.391 1.922 3.949
H -0.518 1.776 4.355
H -1.471 1.250 3.239
*
```

The lowest unoccupied orbital energy comes out at 3.9696 eV. The total energy is -62816.142 eV.

Löwdin population analysis, charges in e, atoms 1 to 8:
1. C 0.012
2. C -0.318
3. C -0.339
4. O -0.021
5. C -0.001
6. C -0.309
7. C -0.342
8. O -0.036

---

Entry 4:
Below is 2 unconnected molecules or ions with the total composition C4H13N2O at a distorted geometry, with properties calculated with the ωB97M-V functional and the def2-TZVPD basis.

ORCA input file:
```
! RIJCOSX wB97M-V def2-TZVPD def2/J DEFGRID3
* xyz 2 2
C -0.993 -0.456 -0.043
C 0.147 -1.360 -0.554
C 1.403 -0.692 -1.005
C 1.937 -0.987 -2.283
N 2.019 0.188 -0.122
N -0.566 0.342 1.159
H -1.363 0.183 -0.825
H -1.786 -1.115 0.291
H 0.311 -2.190 0.130
H -0.195 -1.862 -1.461
H 2.733 -0.403 -2.702
H 1.484 -1.758 -2.894
H 2.235 1.099 -0.556
H 2.999 -0.058 0.100
H 0.427 0.582 1.065
H -1.040 1.257 1.312
H -0.763 -0.144 2.026
H -2.935 2.765 1.394
H -3.203 2.512 2.885
O -2.851 2.097 2.083
*
```

The energy relative to the best compared isomer or geometry (same formula, charge and spin) comes out at 48.4 kcal per mole. The lowest unoccupied orbital energy (alpha / beta) comes out at -9.2410 / -12.6444 eV. The total energy is -9366.904 eV.

natural (NBO) population analysis, charges in e, atoms 1 to 8:
1. C -0.212
2. C -0.539
3. C 0.457
4. C -0.018
5. N -0.921
6. N -0.705
7. H 0.250
8. H 0.271